Entry 1:
Below is a gas-phase ion, C7H9N (charge -1), with properties calculated with ωB97M-V/def2-TZVPD.

Its net charge is -1. The calculation puts the energy relative to the best compared isomer or geometry (same formula, charge and spin) at 410.6 kJ/mol. Its spin multiplicity is 2. The calculated total energy is -8889.135 eV. The orbital gap (spin up / spin down) comes out at 6.1 / 6.1 eV.

The geometry in XYZ format:
```
17
Properties=species:S:1:pos:R:3:mulliken_spin:R:1
C -2.3369 0.4320 2.1456 0.033
C -1.0610 1.0077 2.2882 0.065
N 0.2116 0.1455 1.8295 0.011
C -0.4059 -0.0110 0.5346 0.221
C -1.7396 0.5892 0.8129 0.009
C 1.8426 -0.5188 -2.4519 -0.051
C 1.5734 -0.5401 -0.9810 0.670
C 0.1845 -0.2271 -0.6503 -0.104
H -2.6311 -0.5242 2.4057 -0.001
H -0.8731 1.9990 2.2345 0.003
H 0.0360 -0.7794 2.3127 0.011
H -2.2650 1.2637 0.0786 0.006
H 1.6440 0.5368 -2.9038 0.033
H 1.2184 -1.2417 -3.0411 0.046
H 2.8502 -0.7834 -2.6532 0.004
H 2.1724 -1.1835 -0.3540 0.038
H -0.4206 -0.1649 -1.6068 0.005
```


Entry 2:
Below is 2 unconnected molecules or ions with the total composition C7H9N, with properties calculated with ωB97M-V/def2-TZVPD.

The calculation puts the energy relative to the best compared isomer or geometry (same formula, charge and spin) at 264.9 kJ/mol. The calculated total energy is -8892.411 eV. Its structure (SMILES) is c1ccncc1.C=C. The orbital gap comes out at 10.0 eV.

The geometry in XYZ format:
```
17
Properties=species:S:1:pos:R:3:mulliken_charge:R:1
C -0.2976 0.6131 1.8157 -0.120
C -1.3391 1.3912 1.5357 -0.267
C -1.5093 1.7238 0.2000 -0.289
N -0.5089 1.7441 -0.8005 -0.558
C 0.5559 1.0503 -0.4131 -0.106
C 0.7522 0.4919 0.9197 -0.408
H -0.2595 0.1458 2.8734 0.263
H -2.1456 1.6851 2.3198 0.260
H -2.4042 2.1364 -0.1213 0.436
H 1.3920 0.7799 -1.1121 0.380
H 1.7105 0.0121 1.1678 0.415
C 0.3504 -1.8852 -1.9344 -0.520
C 0.9997 -1.9547 -0.8031 -0.568
H -0.6567 -2.1083 -1.9906 0.275
H 0.7849 -1.9401 -2.9153 0.253
H 0.4748 -2.2219 0.0854 0.273
H 2.1006 -1.6633 -0.8269 0.281
```


Entry 3:
Below is a single C7H9N molecule, with properties calculated with ωB97M-V/def2-TZVPD.

The calculation puts the energy relative to the best compared isomer or geometry (same formula, charge and spin) at 550.8 kJ/mol. The calculated total energy is -8889.447 eV. Its structure (SMILES) is C=Cc1cccn1C. The orbital gap comes out at 8.7 eV.

The geometry in XYZ format:
```
17
Properties=species:S:1:pos:R:3:mulliken_charge:R:1
C -1.5707 -1.6226 1.6158 -0.618
C -0.7714 -0.4627 1.6165 -0.363
C 0.1657 0.1469 0.6404 0.526
C 0.8065 1.3636 0.7010 -0.583
C 1.0892 1.7027 -0.5875 -0.376
C 0.7427 0.7863 -1.5188 -0.072
N 0.0135 -0.0300 -0.7090 0.060
C -0.1182 -1.4377 -1.3993 -0.780
H -1.9184 -2.3193 0.6540 0.167
H -2.3720 -1.6759 2.5182 0.217
H -0.8519 0.3192 2.3585 0.271
H 0.8062 2.0576 1.5004 0.353
H 1.3010 2.9196 -0.9818 0.129
H 1.0457 0.9805 -2.6780 0.268
H 0.4032 -2.0435 -0.6819 0.394
H 0.6157 -1.0668 -2.4287 0.239
H -1.1868 -1.8196 -1.7064 0.168
```


Entry 4:
Below is 2 unconnected molecules or ions with the total composition C7H9N2, with properties calculated with ωB97M-V/def2-TZVPD.

Its net charge is +1. The calculation puts the energy relative to the best compared isomer or geometry (same formula, charge and spin) at 461.6 kJ/mol. The calculated total energy is -10373.739 eV. The orbital gap (spin up / spin down) comes out at 7.4 / 7.4 eV.

The geometry in XYZ format:
```
18
Properties=species:S:1:pos:R:3:mulliken_charge:R:1
C -0.9163 1.7111 0.2146 -0.227
C 0.4693 1.3982 0.4571 -0.393
C -1.9253 0.7806 -0.0743 -0.265
C 0.6014 0.0408 0.4253 0.641
C -1.6085 -0.5879 0.0327 0.391
C 3.9135 -0.0924 -0.2311 -0.128
C -2.6366 -1.6539 -0.2344 -1.134
N 3.2176 -0.6886 0.5797 -0.432
N -0.2958 -0.8090 0.3532 -0.199
H -1.1574 2.7601 -0.0640 0.341
H 1.2074 2.0987 0.5240 0.483
H -2.8466 1.2139 -0.5119 0.341
H 2.1743 -0.5706 0.5740 0.068
H 4.9157 -0.4209 -0.2635 0.286
H 3.5868 0.7247 -0.8532 0.230
H -3.7182 -1.4687 0.0289 0.359
H -2.5677 -1.8356 -1.3159 0.306
H -2.4137 -2.6003 0.3590 0.335
```